The following is a DFT calculation (the ωB97M-V functional and the def2-TZVPD basis) of a single C4H8N2OS molecule.

## Properties
orbital gap: 0.321 Ha
total charge: 0
2S+1: 1
E: -20138.7875 eV
energy relative to the best compared isomer or geometry (same formula, charge and spin): 47.20 kcal/mol

CARTESIAN COORDINATES (ANGSTROEM)
C 1.690 -0.428 -0.129
C 1.024 0.978 -0.286
C -0.527 1.132 -0.373
C -1.196 0.537 0.839
H 1.348 -2.374 0.248
H -0.064 -1.500 -0.304
H 1.487 1.316 -1.259
H 1.517 1.576 0.532
H -0.811 0.716 -1.318
H -0.674 2.177 -0.381
H -1.054 1.028 1.855
H -2.876 -1.649 -0.138
N 0.961 -1.533 -0.175
N -2.002 -0.452 0.862
O -2.069 -1.157 -0.355
S 3.245 -0.367 0.382

The following is a DFT calculation (the ωB97M-V functional and the def2-TZVPD basis) of a 5-piece molecular cluster, C8H26O9 overall.

## Properties
orbital gap: 0.358 Ha
total charge: 0
2S+1: 1
E: -27142.2312 eV
energy relative to the best compared isomer or geometry (same formula, charge and spin): 29.92 kcal/mol

CARTESIAN COORDINATES (ANGSTROEM)
C 6.890 6.967 7.849
C 6.938 6.668 6.374
O 8.289 6.314 5.933
O 7.721 7.983 8.321
H 7.156 6.057 8.387
H 5.923 7.377 8.141
H 6.792 7.626 5.875
H 6.111 6.015 6.095
H 8.153 6.377 4.985
H 8.602 7.663 8.525
C 12.580 5.621 7.089
C 12.407 4.230 6.440
O 11.639 4.376 5.212
O 11.316 6.167 7.455
H 13.161 6.328 6.496
H 13.050 5.460 8.059
H 11.895 3.552 7.123
H 13.321 3.690 6.193
H 12.203 4.916 4.653
H 10.679 5.921 6.781
C 6.017 7.288 11.624
C 5.578 8.659 11.120
O 5.320 9.491 12.268
O 7.423 7.418 11.988
H 5.821 6.608 10.795
H 5.419 6.880 12.439
H 4.619 8.652 10.602
H 6.333 9.096 10.466
H 4.440 9.865 12.183
H 7.968 7.511 11.203
C 11.508 9.178 12.431
C 11.730 9.609 10.983
O 10.496 9.451 10.277
O 10.718 10.127 13.055
H 12.434 9.142 13.004
H 11.051 8.189 12.403
H 12.476 8.992 10.481
H 11.981 10.655 10.809
H 10.747 9.690 9.381
H 10.616 9.822 13.960
O 9.638 6.913 9.861
H 10.205 6.665 9.131
H 10.117 7.608 10.312

The following is a DFT calculation (the ωB97M-V functional and the def2-TZVPD basis) of a single C3H4ClPS3 molecule.

## Properties
orbital gap (alpha / beta): 0.254 / 0.194 Ha
total charge: 0
2S+1: 1
E: -57491.0913 eV
energy relative to the best compared isomer or geometry (same formula, charge and spin): 56.61 kcal/mol

CARTESIAN COORDINATES (ANGSTROEM)
C 0.144 -1.646 0.572
C 0.992 -0.632 -0.187
C 0.699 0.875 -0.035
P -2.162 1.700 0.063
S 0.867 -3.055 1.065
S -1.473 -1.353 1.006
S -0.554 1.486 -1.213
Cl -3.628 1.824 -1.197
H 2.074 -0.628 0.303
H 0.988 -0.770 -1.214
H 0.403 0.917 1.066
H 1.651 1.284 -0.230

The following is a DFT calculation (the ωB97M-V functional and the def2-TZVPD basis) of C23H21N5O2S2W as an isolated structure.

## Properties
orbital gap (alpha / beta): 0.188 / 0.214 Ha
total charge: +4
2S+1: 3
E: -59193.4018 eV

CARTESIAN COORDINATES (ANGSTROEM)
W 0.464 -0.482 -0.708
O -0.636 4.773 3.631
C 0.627 4.235 3.509
C 0.628 3.067 2.588
C 1.821 2.483 2.130
C 1.759 1.469 1.205
N 0.602 0.975 0.720
C -0.568 1.458 1.237
C -0.576 2.504 2.145
C -1.765 0.761 0.743
C -3.063 1.146 1.025
C -4.149 0.445 0.481
C -5.537 0.918 0.709
O -5.556 2.078 1.456
C -3.852 -0.681 -0.307
C -2.542 -1.016 -0.550
N -1.488 -0.320 -0.059
H -0.643 5.553 4.207
H 1.026 3.910 4.493
H 1.364 4.982 3.153
H 2.774 2.843 2.481
H 2.667 1.018 0.811
H -1.499 2.915 2.526
H -3.275 1.997 1.655
H -6.127 0.107 1.187
H -6.035 1.057 -0.274
H -6.454 2.425 1.571
H -4.642 -1.288 -0.722
H -2.316 -1.884 -1.169
S 2.045 -4.107 1.834
C 1.882 -2.433 1.615
N 1.320 -2.031 0.481
C 0.980 -3.134 -0.297
C 0.381 -3.032 -1.564
C 0.019 -4.207 -2.198
C 0.293 -5.447 -1.601
C 0.935 -5.554 -0.380
C 1.269 -4.376 0.286
H 2.217 -1.746 2.376
H 0.275 -2.003 -2.066
H -0.461 -4.200 -3.165
H 0.004 -6.349 -2.119
H 1.181 -6.515 0.045
S 0.100 1.174 -2.630
C 1.767 0.888 -2.812
N 2.539 1.427 -3.786
C 3.856 1.170 -3.862
C 4.433 0.339 -2.918
C 3.616 -0.215 -1.935
N 2.300 0.040 -1.874
H 2.101 2.032 -4.489
H 4.418 1.608 -4.677
H 5.488 0.114 -2.946
H 4.030 -0.892 -1.194

The following is a DFT calculation (the ωB97M-V functional and the def2-TZVPD basis) of a 2-piece molecular cluster, C4H12 overall.

## Properties
orbital gap: 0.453 Ha
total charge: 0
2S+1: 1
E: -4341.8717 eV
energy relative to the best compared isomer or geometry (same formula, charge and spin): 15.14 kcal/mol

CARTESIAN COORDINATES (ANGSTROEM)
C 0.449 -2.377 1.082
C 1.542 -1.361 0.747
H -0.108 -2.225 2.009
H -0.292 -2.342 0.283
H 0.887 -3.365 1.227
H 1.470 -0.864 -0.220
H 2.536 -1.760 0.912
H 1.297 -0.443 1.301
C -0.825 2.173 -1.598
C -1.139 1.517 -0.211
H -1.746 2.262 -2.168
H -0.373 3.142 -1.399
H -0.130 1.574 -2.189
H -1.801 0.692 -0.444
H -0.256 1.296 0.379
H -1.568 2.392 0.279

The following is a DFT calculation (the ωB97M-V functional and the def2-TZVPD basis) of C26H28Br4NO4PdSi as an isolated structure.

## Properties
orbital gap: 0.236 Ha
total charge: -1
2S+1: 1
E: -328627.7416 eV
energy relative to the best compared isomer or geometry (same formula, charge and spin): 0.00 kcal/mol

CARTESIAN COORDINATES (ANGSTROEM)
Pd 1.078 -0.447 1.355
Br -3.137 2.012 6.330
C -2.463 1.449 4.653
C -3.237 1.541 3.513
Br -5.014 2.192 3.600
C -2.705 1.137 2.281
Br -3.705 1.196 0.676
C -1.410 0.647 2.173
O -0.873 0.248 1.046
C -0.633 0.528 3.346
O 0.583 0.048 3.210
C -1.160 0.935 4.560
Br -0.026 0.763 6.061
C 4.703 -2.025 -1.541
C 4.890 -0.668 -0.856
C 4.961 0.419 -1.934
C 6.188 -0.685 -0.055
Si 3.358 -0.287 0.215
O 1.956 -0.441 -0.554
C 3.235 -1.498 1.696
C 3.024 -2.860 1.419
C 3.058 -3.808 2.425
C 3.276 -3.414 3.740
C 3.444 -2.073 4.048
C 3.424 -1.126 3.035
C 3.580 1.455 0.927
C 2.608 2.403 0.593
C 2.645 3.692 1.109
C 3.667 4.066 1.969
C 4.652 3.147 2.303
C 4.605 1.861 1.785
H 5.496 -2.186 -2.281
H 3.739 -2.082 -2.050
H 4.757 -2.845 -0.822
H 5.809 0.235 -2.604
H 5.087 1.410 -1.495
H 4.050 0.434 -2.535
H 7.019 -1.009 -0.693
H 6.133 -1.373 0.793
H 6.439 0.306 0.326
H 2.782 -3.160 0.407
H 2.889 -4.851 2.191
H 3.286 -4.154 4.530
H 3.563 -1.759 5.077
H 3.515 -0.077 3.290
H 1.800 2.108 -0.070
H 1.867 4.399 0.850
H 3.692 5.065 2.385
H 5.453 3.431 2.975
H 5.378 1.158 2.075
C -3.459 -3.686 0.821
N -2.057 -3.616 1.171
C -1.520 -4.413 2.258
C -1.173 -2.851 0.478
C -1.708 -2.009 -0.650
O 0.012 -2.837 0.789
H -3.995 -4.216 1.606
H -3.628 -4.218 -0.120
H -3.897 -2.690 0.735
H -2.339 -4.898 2.786
H -0.962 -3.781 2.950
H -0.830 -5.176 1.887
H -2.172 -2.634 -1.418
H -0.872 -1.456 -1.070
H -2.446 -1.297 -0.288

The following is a DFT calculation (the ωB97M-V functional and the def2-TZVPD basis) of an isolated ion of composition C3H6NOS and charge -1.

## Properties
orbital gap: 0.252 Ha
total charge: -1
2S+1: 1
E: -17581.8234 eV
energy relative to the best compared isomer or geometry (same formula, charge and spin): 28.64 kcal/mol

CARTESIAN COORDINATES (ANGSTROEM)
O -2.080 1.334 1.000
C -0.990 1.085 0.563
C -0.364 -0.268 0.244
C 0.232 -0.217 -1.184
S 1.817 0.687 -1.296
N 0.614 -0.616 1.274
H -0.259 1.872 0.273
H -1.126 -1.055 0.286
H 0.373 -1.252 -1.516
H -0.523 0.226 -1.847
H 0.797 -1.610 1.191
H 1.509 -0.185 1.013

The following is a DFT calculation (the ωB97M-V functional and the def2-TZVPD basis) of a single C20H23N3O4S2 molecule.

## Properties
orbital gap: 0.318 Ha
total charge: 0
2S+1: 1
E: -55443.9708 eV
energy relative to the best compared isomer or geometry (same formula, charge and spin): 24.82 kcal/mol

CARTESIAN COORDINATES (ANGSTROEM)
C -7.247 0.863 -1.440
C -7.515 -0.468 -0.742
C -6.796 -0.586 0.610
C -5.479 -1.363 0.531
N -4.513 -0.821 -0.401
S -3.717 0.592 0.019
O -4.200 1.083 1.277
O -3.751 1.458 -1.129
C -2.053 -0.014 0.228
C -1.210 0.015 -0.864
C 0.062 -0.488 -0.667
N 1.162 -0.608 -1.480
C 2.145 -1.177 -0.718
N 1.773 -1.436 0.504
C 0.471 -1.016 0.586
C -0.407 -1.033 1.665
C -1.674 -0.522 1.465
H -2.394 -0.486 2.266
H -0.096 -1.429 2.618
S 3.713 -1.478 -1.388
C 4.567 -2.090 0.099
C 5.962 -1.514 0.219
O 6.898 -2.253 0.428
C 6.154 -0.059 0.030
C 7.389 0.333 -0.486
C 7.688 1.660 -0.713
C 6.745 2.625 -0.405
C 5.524 2.267 0.135
C 5.206 0.930 0.361
O 4.038 0.522 0.914
C 3.113 1.481 1.368
H 2.299 0.909 1.811
H 2.720 2.085 0.544
H 3.553 2.136 2.126
H 4.813 3.041 0.378
H 6.960 3.670 -0.576
H 8.645 1.941 -1.124
H 8.105 -0.443 -0.710
H 4.635 -3.177 0.038
H 3.935 -1.795 0.938
H 1.241 -0.340 -2.447
H -1.550 0.433 -1.797
H -4.872 -0.745 -1.341
H -4.995 -1.355 1.509
H -5.667 -2.403 0.241
H -7.435 -1.102 1.330
H -6.583 0.409 1.001
H -8.592 -0.563 -0.587
H -7.212 -1.296 -1.389
H -7.696 0.869 -2.432
H -6.182 1.063 -1.540
H -7.682 1.678 -0.865

The following is a DFT calculation (the ωB97M-V functional and the def2-TZVPD basis) of C11H25FNO2P2Sn as an isolated structure.

## Properties
orbital gap (alpha / beta): 0.177 / 0.177 Ha
total charge: +1
2S+1: 1
E: -44513.9796 eV

CARTESIAN COORDINATES (ANGSTROEM)
C -0.760 0.843 -4.215
C -0.907 0.446 -2.837
N 0.032 0.830 -1.931
C 0.843 1.854 -2.223
C 0.855 2.445 -3.495
C 0.087 1.883 -4.525
C -1.968 -0.323 -2.366
P -2.199 -0.712 -0.679
Sn -0.519 0.149 1.084
P 2.036 1.407 0.278
C 1.663 2.474 -1.113
O -0.673 -3.173 -4.818
O -0.237 -5.158 -0.416
H -1.381 0.334 -4.952
H 1.482 3.325 -3.637
H 0.142 2.294 -5.534
C -3.667 0.334 -0.315
C -2.804 -2.432 -0.428
H 2.633 2.836 -1.490
H 1.099 3.326 -0.689
H -1.099 -3.304 -3.960
H -2.511 -0.859 -3.154
C 2.462 2.390 1.693
C 3.566 0.561 -0.260
H 1.364 -0.437 -0.026
H 0.443 -5.798 -0.022
H 0.358 -4.549 -0.922
H 0.259 -3.457 -4.654
H -1.208 1.762 1.510
H 2.017 -0.818 0.093
H -4.492 -0.075 -0.913
H -3.946 0.376 0.746
H -3.409 1.336 -0.676
H -3.542 -2.726 -1.204
H -1.977 -3.172 -0.443
H -3.302 -2.528 0.556
H 4.335 1.333 -0.332
H 3.852 -0.217 0.463
H 3.400 0.063 -1.226
H 3.377 2.922 1.416
H 1.640 3.083 1.903
H 2.637 1.737 2.558
F 0.047 -1.447 2.173

The following is a DFT calculation (the ωB97M-V functional and the def2-TZVPD basis) of a 14-piece molecular cluster, C27H22Cl53NO5P overall.

## Properties
orbital gap: 0.236 Ha
total charge: -1
2S+1: 1
E: -713054.8640 eV

CARTESIAN COORDINATES (ANGSTROEM)
C -0.140 -0.137 3.679
C 1.026 -0.850 3.452
C 1.214 -1.939 2.364
P 2.965 -2.555 2.702
O 3.475 -3.565 1.438
Cl 4.305 -0.903 2.648
C 0.338 -3.134 2.965
O 0.631 -3.882 3.853
N -0.922 -3.085 2.212
C -0.414 -2.753 0.857
C -1.383 -2.828 -0.354
C -2.848 -2.339 -0.123
C -3.074 -1.294 1.016
C 0.730 -1.642 0.895
O 1.540 -2.118 -0.174
C 2.655 -1.264 -0.430
C 2.495 -0.559 -1.825
C 3.275 0.800 -1.812
C 2.265 1.998 -1.873
C 0.306 -0.173 0.535
O -0.566 0.055 -0.328
O 0.906 0.847 1.078
H -1.093 -0.595 4.022
H -0.076 0.961 3.519
H 1.902 -0.599 4.088
H 3.526 -4.468 1.774
H -1.345 -2.264 2.671
H 0.241 -3.649 0.685
H -1.406 -3.894 -0.688
H -0.929 -2.254 -1.184
H -3.527 -3.217 0.007
H -3.208 -1.854 -1.074
H -3.915 -0.612 0.753
H -2.174 -0.743 1.341
H -3.433 -1.856 1.919
H 3.541 -1.931 -0.556
H 2.919 -0.559 0.380
H 2.946 -1.193 -2.629
H 1.423 -0.456 -2.109
H 3.962 0.900 -2.680
H 3.917 0.824 -0.901
H 2.773 2.952 -2.149
H 1.479 1.710 -2.594
H 1.831 2.157 -0.863
C 6.110 0.159 6.476
Cl 5.962 0.381 8.230
Cl 6.788 1.628 5.752
Cl 7.183 -1.211 6.144
Cl 4.517 -0.158 5.781
C -2.654 3.921 0.000
Cl -1.930 3.730 -1.598
Cl -4.183 3.024 0.056
Cl -1.553 3.297 1.234
Cl -2.981 5.636 0.317
C 4.465 -4.100 -3.639
Cl 4.277 -3.929 -1.891
Cl 5.147 -2.605 -4.301
Cl 5.549 -5.459 -3.996
Cl 2.883 -4.397 -4.378
C -3.639 -2.514 -4.166
Cl -3.018 -2.972 -5.763
Cl -5.102 -1.529 -4.358
Cl -4.046 -3.976 -3.251
Cl -2.408 -1.606 -3.282
C -6.453 5.640 2.658
Cl -7.326 4.109 2.477
Cl -6.432 6.492 1.106
Cl -7.268 6.644 3.872
Cl -4.794 5.314 3.181
C -1.492 4.035 -6.471
Cl -1.417 4.171 -4.711
Cl -2.035 2.409 -6.916
Cl -2.631 5.235 -7.112
Cl 0.118 4.327 -7.155
C 6.579 -0.263 -7.597
Cl 6.288 -0.034 -5.867
Cl 5.880 -1.813 -8.114
Cl 5.816 1.055 -8.503
Cl 8.325 -0.261 -7.913
C -7.251 0.447 0.264
Cl -8.970 0.247 0.654
Cl -6.999 2.047 -0.451
Cl -6.288 0.308 1.743
Cl -6.747 -0.804 -0.880
C 9.536 -3.499 -5.769
Cl 9.946 -2.300 -4.532
Cl 8.112 -2.952 -6.668
Cl 10.902 -3.687 -6.885
Cl 9.191 -5.054 -4.993
C 7.483 4.454 -6.292
Cl 7.509 4.164 -4.546
Cl 8.690 5.686 -6.706
Cl 7.857 2.949 -7.146
Cl 5.874 5.018 -6.773
C -4.389 2.458 6.094
Cl -3.924 3.633 7.341
Cl -6.049 2.775 5.562
Cl -3.292 2.607 4.715
Cl -4.286 0.819 6.758
C -5.304 -3.148 4.403
Cl -4.720 -1.481 4.304
Cl -7.075 -3.158 4.327
Cl -4.649 -4.081 3.049
Cl -4.774 -3.870 5.932
C -8.606 2.801 8.739
Cl -6.944 3.235 8.317
Cl -8.597 1.379 9.797
Cl -9.380 4.157 9.579
Cl -9.510 2.430 7.260

The following is a DFT calculation (the ωB97M-V functional and the def2-TZVPD basis) of C14H18BClN8O4RuS2 as an isolated structure.

## Properties
orbital gap: 0.229 Ha
total charge: +2
2S+1: 1
E: -72346.7131 eV
energy relative to the best compared isomer or geometry (same formula, charge and spin): 152.98 kcal/mol

CARTESIAN COORDINATES (ANGSTROEM)
Ru 0.572 -0.693 -1.237
C -3.116 2.617 -1.789
N -2.164 2.641 -0.685
C -2.382 3.249 0.533
C -1.260 3.067 1.260
N -0.348 2.367 0.493
B 1.149 2.218 0.925
N 1.012 -0.097 0.754
C -1.419 -1.117 3.039
C -1.574 -0.940 4.345
N -0.517 -1.071 5.306
C -0.860 -1.585 6.662
C 0.668 -0.679 5.052
S 2.059 -0.204 4.744
C -0.924 2.115 -0.691
S -0.319 1.251 -2.083
H -4.111 2.784 -1.387
H -3.074 1.648 -2.278
H -2.881 3.397 -2.511
H -3.301 3.762 0.753
H -1.007 3.409 2.247
H 1.419 3.062 1.731
H 1.840 2.178 -0.057
H -2.228 -1.013 2.331
H -2.541 -0.734 4.779
H -1.571 -0.899 7.117
H 0.045 -1.635 7.259
H -1.293 -2.575 6.550
N 3.509 -0.737 -4.049
C 4.255 0.024 -3.178
C 3.491 0.203 -2.066
N 2.300 -0.446 -2.257
C 2.333 -1.001 -3.462
C 1.128 -1.699 -3.864
N 0.151 -1.703 -2.968
C -0.921 -2.342 -3.538
C -0.570 -2.737 -4.791
N 0.728 -2.319 -4.984
H 3.807 -1.028 -4.966
H 5.244 0.366 -3.425
H 3.703 0.750 -1.164
H -1.848 -2.485 -3.012
H -1.113 -3.272 -5.549
H 1.263 -2.460 -5.825
O -0.193 -1.498 2.551
Cl 0.096 -1.283 0.888
O 1.289 0.865 1.682
O 0.711 -2.552 0.552
O -1.240 -1.168 0.264